Computed, not measured: a molecular structure, C38H33BaCl5N6O3S3 at a distorted geometry, with the ωB97M-V functional and the def2-TZVPD basis.

```
89
Properties=species:S:1:pos:R:3:forces:R:3:lowdin_charge:R:1
Ba -1.30139 -0.60692 -0.94682 0.2 0.5 -0.3 1.76
C 1.90420 -3.97510 5.31213 -0.1 -0.2 0.7 -0.05
C 1.44617 -3.60181 3.95660 -0.9 -0.3 1.2 -0.27
C 2.07423 -4.08160 2.89146 1.9 0.1 -2.9 0.02
C 1.65616 -3.68885 1.55552 -0.8 0.0 -0.1 -0.13
C 2.12295 -4.24388 0.38580 1.2 -1.0 0.1 -0.02
N 3.34322 -4.81109 0.21778 -0.3 1.3 1.3 0.04
C 4.61146 -4.20648 0.70367 -1.7 0.7 -0.2 -0.15
C 4.63703 -2.66766 0.53409 2.2 0.1 -1.0 -0.14
C 4.39133 -2.06044 -0.88277 0.5 -0.2 0.1 -0.14
N 3.65140 -0.79779 -0.75593 0.0 -0.2 -1.0 0.03
C 4.21641 0.35831 -0.46827 -0.2 -0.3 1.2 -0.04
C 3.44631 1.47224 -0.14906 -0.1 2.0 0.3 -0.11
C 4.09372 2.78002 0.11184 -2.7 -0.4 1.0 0.04
C 3.35052 3.80810 0.71032 -0.2 -2.7 -0.9 -0.26
C 3.97545 5.09722 1.03536 -0.6 1.2 -0.4 -0.07
C 1.95397 3.53370 1.01674 1.1 0.7 0.9 0.03
C 1.31177 2.34629 0.83941 -0.1 -0.2 -0.7 -0.11
C -0.03898 2.20755 1.43878 0.4 -0.5 0.7 -0.11
N -0.82206 1.19382 1.42589 1.2 1.1 -0.9 -0.01
C -1.94706 1.33413 2.29687 -1.0 0.4 0.2 -0.24
C -3.26348 0.80082 1.68231 0.0 -0.9 1.9 -0.15
C -3.44478 -0.68252 2.06210 -0.9 -1.1 -0.9 -0.21
N -2.26657 -1.41872 1.58251 -0.4 0.7 -0.4 -0.06
C -1.60036 -1.87433 2.52929 1.5 -1.1 2.3 -0.14
C -0.26868 -2.56718 2.58335 -1.8 0.9 -1.2 -0.09
C 0.18876 -2.91168 3.79914 0.7 0.5 1.0 0.04
C 0.46617 -2.87932 1.36223 -0.7 -0.2 -1.4 -0.29
O 0.07070 -2.55634 0.19826 0.9 -0.3 2.2 -0.23
C 2.00024 1.30182 0.07956 0.2 0.2 -0.1 -0.28
O 1.38453 0.27918 -0.31706 0.0 -0.2 -0.1 -0.13
H 2.43830 -4.90203 5.29457 0.1 -0.9 -0.1 0.07
H 1.08455 -4.04715 6.02168 -0.1 -0.1 0.1 0.08
H 2.63615 -3.31713 5.73325 0.3 0.9 0.2 0.08
H 2.98391 -4.73678 2.87780 -1.0 0.6 0.7 0.14
H 1.52539 -4.35074 -0.51017 -0.6 0.4 0.2 0.15
H 3.44057 -5.24142 -0.65418 0.2 -0.7 -1.3 0.11
H 5.35267 -4.80798 0.24445 1.1 0.1 -0.8 0.11
H 4.75020 -4.37717 1.74034 -0.1 -0.3 1.1 0.09
H 5.67056 -2.34051 0.88156 -1.3 -0.2 -0.2 0.14
H 3.89220 -2.18244 1.12564 -0.4 -0.1 0.9 0.09
H 3.76468 -2.76320 -1.45205 0.3 0.4 -0.1 0.12
H 5.36856 -1.87307 -1.42501 -1.2 -0.3 0.5 0.14
H 2.60525 -0.70125 -0.92938 1.0 -0.3 0.5 0.14
H 5.28007 0.38976 -0.16643 -0.3 -0.1 -0.9 0.15
H 5.13100 2.92948 -0.13692 0.2 -0.1 0.0 0.11
H 3.25528 5.89990 0.79944 0.4 -0.1 0.5 0.09
H 4.78199 5.23889 0.35770 0.8 0.3 -0.6 0.06
H 4.41624 5.21080 2.02106 -0.4 -0.1 0.4 0.08
H 1.41480 4.31969 1.57348 0.2 -0.3 -0.4 0.13
H -0.27344 3.02292 2.16788 0.1 -0.1 -0.8 0.13
H -2.13511 2.37173 2.59213 0.2 0.2 -0.2 0.11
H -1.65123 0.86293 3.24061 -0.5 -0.5 0.0 0.12
H -3.25741 0.77680 0.62037 0.1 0.8 -1.0 0.05
H -4.09030 1.45035 2.02462 0.2 -0.6 -0.3 0.13
H -4.31561 -1.19951 1.56644 0.5 0.9 0.4 0.14
H -3.48212 -0.90829 3.13055 -0.6 0.7 0.1 0.10
H -2.01020 -1.77110 3.57767 0.4 -0.1 -0.7 0.12
H -0.36590 -2.60670 4.73310 0.5 -0.5 -1.2 0.15
Cl 2.50950 5.43630 -4.15171 1.0 1.0 -0.7 0.68
C 1.34741 4.37049 -3.59078 -0.7 -1.0 1.4 -0.76
C 1.29044 3.05642 -4.08659 -0.6 1.6 0.1 -0.74
Cl 2.11303 2.69329 -5.51713 0.7 -0.4 -0.7 0.71
C 0.38996 2.16191 -3.56467 0.2 0.2 0.3 -0.67
Cl 0.14215 0.61261 -4.20075 0.1 -1.0 -0.5 0.74
C -0.43450 2.50570 -2.50608 -1.8 0.1 1.6 -0.51
O -1.31806 1.66626 -2.05049 0.8 1.0 -0.1 -0.43
C -0.34343 3.85799 -1.97652 -0.7 -2.0 -0.8 -0.67
Cl -1.56629 4.32355 -0.91624 -0.7 0.2 1.1 0.75
C 0.53240 4.74386 -2.48212 1.9 0.7 -1.1 -0.69
Cl 0.77135 6.31696 -1.74671 -0.3 -0.5 -0.3 0.64
S -7.43443 -2.28618 -3.43043 -0.9 -0.5 -0.6 0.57
C -5.81418 -2.31519 -3.22885 -0.2 1.2 1.0 -1.16
S -4.69374 -3.62485 -3.35184 -0.1 -1.1 -0.2 0.97
C -3.37514 -2.70962 -2.64792 -1.4 1.3 -0.6 -1.22
N -3.78408 -1.48112 -2.46465 0.2 0.8 0.8 -0.10
N -5.16030 -1.23811 -2.73942 3.0 -2.6 0.1 -0.18
C -5.52071 0.10533 -2.59839 1.1 0.4 -1.6 -0.29
C -4.89457 0.96343 -3.51472 -0.9 0.0 0.8 0.01
C -5.08598 2.34313 -3.37673 0.7 -0.9 -0.4 -0.06
C -5.87673 2.79264 -2.32251 -0.1 0.0 0.8 -0.09
C -6.53572 1.87571 -1.46183 -0.5 1.8 0.5 -0.08
C -6.30542 0.51567 -1.57760 -1.3 0.2 0.9 -0.05
S -1.80315 -3.24963 -2.32979 0.2 -0.8 -0.3 0.38
H -4.27278 0.43582 -4.23208 0.0 0.7 -0.2 0.13
H -4.53952 2.97548 -4.09126 -0.5 0.1 0.7 0.11
H -5.87883 3.86110 -2.05344 -0.4 -0.5 -0.5 0.10
H -7.25411 2.31194 -0.69317 1.2 -0.8 -0.9 0.12
H -6.75897 -0.24916 -0.93691 0.1 0.5 -0.2 0.12
```
Forces are in eV/Å.

For the energy above the lowest of the compared OMol25 structures with the same formula, charge and spin, the calculation gives 0.885 eV. As for the HOMO energy: -6.90 eV. As for the HOMO-LUMO gap: 5.34 eV.